Molecular formula: C3H7NO3
Method: DFT, ωB97M-V/def2-TZVPD

Results
Total charge: 0
Energy relative to the best compared isomer or geometry (same formula, charge and spin), kJ/mol: 630.8
Calculated total energy, Ha: -398.79741

Last column: Löwdin charge in e.
CARTESIAN COORDINATES (ANGSTROEM)
C -0.6517 2.1830 -0.1712  -0.1030
C -0.4159 -2.4125 -0.0916  -0.0184
C 0.2384 -0.0224 -0.0857  -0.3283
N 2.1233 0.1692 0.4155  0.0387
O 2.5464 1.2523 0.2113  -0.0364
O 0.0153 1.1443 -0.8151  -0.1392
O 0.3837 -1.2499 -0.6523  -0.1306
H -0.9831 1.8144 0.8436  0.0923
H -1.5889 2.4355 -0.7636  0.1103
H 0.1196 2.9426 -0.0670  0.0892
H -0.0324 -3.3779 -0.5340  0.0965
H -1.4723 -2.4230 -0.3002  0.0705
H -0.1346 -2.5131 0.9925  0.0976
H -0.1479 0.0574 1.0178  0.1609

Molecular formula: C36H76N4O20
Method: DFT, ωB97M-V/def2-TZVPD

Results
Total charge: 0
SMILES string: COCCNCCOC.COCCNCCOC.COCCNCCOC.COCCNCCOC.O=C1OCCO1.O=C1OCCO1.O=C1OCCO1.O=C1OCCO1
Calculated total energy, Ha: -3140.62600

Last column: Löwdin charge in e.
CARTESIAN COORDINATES (ANGSTROEM)
C -5.1290 3.7127 6.0500  -0.1006
O -6.2174 2.8360 6.0166  -0.1745
C -6.0308 1.4796 6.0506  -0.2677
C -7.2747 0.5513 5.8798  -0.1866
N -7.2545 -0.7186 6.6436  -0.0611
C -6.1334 -1.6687 6.2738  -0.1771
C -6.1555 -2.9176 7.1992  -0.2073
O -5.4914 -4.0598 6.6478  -0.1806
C -5.4434 -5.2265 7.3971  -0.1438
H -4.8229 3.6862 7.0958  0.0790
H -5.3519 4.7787 6.0045  0.0931
H -4.2711 3.3002 5.5190  0.0900
H -5.5277 1.0610 6.9223  0.1103
H -5.2467 1.1702 5.3596  0.1088
H -7.5210 0.5103 4.8188  0.1035
H -8.1554 1.0746 6.2520  0.1118
H -8.0300 -0.9697 7.2400  0.1050
H -5.1010 -1.3196 6.2926  0.1052
H -6.1831 -1.9320 5.2173  0.1088
H -7.1870 -3.2671 7.1530  0.1108
H -5.9895 -2.5910 8.2258  0.1244
H -4.8223 -5.2802 8.2912  0.0807
H -5.1878 -6.0935 6.7880  0.0895
H -6.4092 -5.4353 7.8572  0.0786
C 9.5211 -4.0269 5.5932  -0.1249
O 9.1760 -2.9823 4.7414  -0.2066
C 7.9000 -2.4444 4.9861  -0.2250
C 6.7660 -3.4098 4.5135  -0.1718
N 6.7770 -3.4024 2.9883  -0.0471
C 5.7073 -4.3200 2.5002  -0.1894
C 5.9431 -4.6406 0.9750  -0.2120
O 5.1769 -5.7519 0.5457  -0.2168
C 5.5386 -6.2208 -0.7085  -0.1221
H 9.9224 -3.4080 6.3956  0.0924
H 10.2999 -4.6081 5.0995  0.0959
H 8.7689 -4.6752 6.0427  0.0830
H 7.8248 -1.4290 4.5971  0.1215
H 7.9043 -2.3854 6.0745  0.1102
H 5.8163 -2.9992 4.8565  0.1164
H 7.0959 -4.3116 5.0292  0.0924
H 7.6762 -3.8152 2.7856  0.0875
H 4.7221 -3.9150 2.7311  0.1113
H 5.7107 -5.3056 2.9656  0.1090
H 7.0015 -4.8859 0.8875  0.1118
H 5.7397 -3.8224 0.2841  0.1163
H 5.5973 -5.3560 -1.3694  0.0882
H 4.8183 -6.9986 -0.9618  0.0922
H 6.5001 -6.7067 -0.5422  0.0881
C 8.6724 11.6276 -5.7213  -0.1057
O 7.9236 11.1845 -4.5769  -0.1956
C 6.4676 11.1989 -4.7503  -0.1785
C 5.9396 10.2603 -5.8415  -0.2827
N 4.6022 9.9331 -5.5684  -0.0761
C 4.1122 8.9600 -6.6094  -0.1762
C 2.6024 8.5310 -6.5986  -0.1844
O 2.2284 7.6523 -5.5434  -0.2004
C 2.7754 6.3715 -5.5395  -0.1269
H 8.2717 11.1469 -6.6137  0.0688
H 9.7101 11.2961 -5.6852  0.0831
H 8.7021 12.7127 -5.8205  0.0831
H 6.0991 12.1893 -5.0174  0.1185
H 6.0607 10.8748 -3.7924  0.1194
H 6.4962 9.3290 -5.7358  0.1209
H 6.2458 10.7095 -6.7862  0.1145
H 4.3510 9.5302 -4.6770  0.1154
H 4.8896 8.2116 -6.7628  0.1054
H 4.1536 9.6035 -7.4882  0.1065
H 2.3367 8.0789 -7.5543  0.1115
H 1.9831 9.4274 -6.5675  0.1201
H 2.3203 5.8081 -4.7250  0.0899
H 3.7866 6.5003 -5.1536  0.0791
H 2.8354 5.8363 -6.4872  0.0906
C -1.9774 -2.7379 -6.2171  -0.0997
O -1.9982 -4.1928 -6.0662  -0.1821
C -2.4338 -4.4661 -4.7519  -0.2403
C -3.9619 -4.8169 -4.6708  -0.1457
N -4.6854 -4.2053 -3.4913  -0.0582
C -6.0008 -4.8251 -3.2127  -0.2347
C -6.6568 -4.4437 -1.8942  -0.1895
O -7.1692 -3.0724 -1.8944  -0.2373
C -8.0051 -2.5029 -0.8364  -0.0848
H -1.2082 -2.2163 -5.6476  0.0809
H -2.9375 -2.2378 -6.0893  0.0799
H -1.8187 -2.4229 -7.2485  0.0786
H -1.9063 -3.9494 -3.9502  0.1149
H -1.8892 -5.4093 -4.7091  0.1076
H -3.9302 -5.9035 -4.5915  0.1082
H -4.5073 -4.5272 -5.5690  0.1151
H -4.8850 -3.2152 -3.4922  0.0977
H -5.9403 -5.9125 -3.2572  0.1127
H -6.7792 -4.7413 -3.9712  0.1133
H -5.9650 -4.5193 -1.0553  0.1178
H -7.5692 -5.0269 -1.7703  0.1165
H -7.6673 -2.7291 0.1749  0.0703
H -8.9451 -3.0526 -0.8839  0.0795
H -8.0510 -1.4149 -0.7890  0.0812
O -1.1392 1.8698 1.5210  0.0909
C -1.2709 0.9271 0.6860  -0.4695
O -1.6971 -0.2683 0.9446  0.0864
C -1.6093 -1.2044 -0.1134  -0.1133
C -1.0500 -0.3534 -1.2034  -0.1752
O -0.7496 0.8716 -0.6274  0.0370
H -0.8472 -1.9236 0.1867  0.1328
H -2.4931 -1.7343 -0.4687  0.1349
H -1.7917 -0.3827 -2.0017  0.1343
H -0.0176 -0.6656 -1.3610  0.1400
O 6.3644 4.1381 -2.0915  0.1411
C 6.2288 3.4899 -1.0763  -0.5929
O 5.0544 3.0215 -0.6691  0.0805
C 5.1908 2.1009 0.4132  -0.1048
C 6.7167 1.9700 0.5260  -0.1094
O 7.1833 3.0598 -0.2704  0.0689
H 4.7479 2.3842 1.3680  0.1309
H 4.9772 1.0445 0.2505  0.1250
H 7.1944 1.0904 0.0945  0.1313
H 7.0422 2.0676 1.5617  0.1287
O -6.4064 7.6040 0.7096  0.1016
C -6.2088 6.5568 0.0456  -0.4888
O -6.9069 5.3940 0.3025  0.0674
C -6.5510 4.4764 -0.7321  -0.1503
C -5.3520 5.0939 -1.3205  -0.1759
O -5.4901 6.4515 -1.0670  0.1061
H -6.4009 3.4649 -0.3547  0.1356
H -7.2853 4.3750 -1.5312  0.1292
H -5.4679 4.8561 -2.3780  0.1358
H -4.4449 4.5939 -0.9808  0.1393
O -3.5797 -10.3220 2.1324  0.1616
C -2.7612 -9.6623 1.5577  -0.5414
O -1.4522 -10.0038 1.5816  0.0773
C -0.7606 -9.0863 0.7087  -0.1194
C -1.8382 -8.3061 0.0296  -0.1872
O -2.9847 -8.5857 0.7551  0.0855
H -0.2504 -8.2824 1.2393  0.1294
H -0.1726 -9.5779 -0.0663  0.1359
H -1.9156 -8.5480 -1.0304  0.1295
H -1.4505 -7.2874 0.0246  0.1285

Molecular formula: C11H13BBrCaN
Method: DFT, ωB97M-V/def2-TZVPD

Results
Total charge: -2
Energy relative to the best compared isomer or geometry (same formula, charge and spin), kJ/mol: 0.0
Calculated total energy, Ha: -3758.29352

Last column: Löwdin charge in e.
CARTESIAN COORDINATES (ANGSTROEM)
C 1.5537 2.0423 0.4741  -0.2791
C 0.2593 2.2891 -0.0810  -0.2158
C -0.7058 1.8055 0.8642  -0.2132
H 0.0580 2.8656 -0.9846  0.0629
C -0.0183 1.2231 1.9706  -0.2002
C 1.3739 1.3761 1.7218  -0.2441
H 2.1671 1.0352 2.3741  0.0527
H 2.5082 2.3560 0.0512  0.0589
H -1.7881 1.8857 0.7787  0.0607
H -0.4659 0.8071 2.8793  0.0641
Ca 1.3433 -0.6595 -0.7959  0.9678
Br 0.4105 -1.0422 -3.2854  -0.3555
C 3.2582 -2.5186 -0.5193  -0.2795
C 3.7485 -2.0878 0.7488  -0.2018
C 4.4246 -0.8564 0.5673  -0.1966
H 3.7522 -2.6681 1.6716  0.0667
C 4.3294 -0.4870 -0.8005  -0.2164
C 3.6264 -1.5245 -1.4864  -0.3399
H 3.3791 -1.5491 -2.5523  0.0498
H 2.7716 -3.4735 -0.7329  0.0777
H 5.0263 -0.3485 1.3214  0.0697
H 4.8506 0.3542 -1.2601  0.0738
B -3.5216 -0.3232 -0.3599  -0.4911
C -2.0326 -0.7284 -0.3423  -0.2749
N -0.8915 -1.0016 -0.2981  -0.0637
H -3.7128 0.2707 0.6998  -0.0073
H -4.2193 -1.3235 -0.4107  -0.0193
H -3.7096 0.4018 -1.3173  -0.0065

Molecular formula: C9H9NO3P
Method: DFT, ωB97M-V/def2-TZVPD

Results
Total charge: -1
Energy relative to the best compared isomer or geometry (same formula, charge and spin), kJ/mol: 84.3
Calculated total energy, Ha: -970.18765

Last column: Löwdin charge in e.
CARTESIAN COORDINATES (ANGSTROEM)
C -2.6429 1.1105 -1.8269  -0.1409
C -1.8506 -0.0387 -2.0783  -0.1165
C -2.7139 1.6506 -0.5682  -0.1090
C -1.2308 -0.7106 -1.0807  -0.1808
C -1.9681 0.9803 0.4927  -0.0665
C -1.2355 -0.2337 0.2318  -0.3386
C 1.8880 -0.1558 0.7643  -0.2210
C 1.4051 1.2194 0.8676  -0.5809
C 3.4768 -1.8994 0.1942  -0.1448
N 3.0266 -0.4923 0.4002  -0.0198
O 1.4459 1.9110 -0.1128  0.0737
O 0.6125 1.6080 1.9324  0.0012
O -0.0271 -0.8664 2.7916  -0.5945
P -0.0704 -1.3682 1.3840  0.8050
H -3.1837 1.5715 -2.6896  0.0984
H -1.8238 -0.3997 -3.1050  0.0907
H -3.5381 2.3936 -0.4853  0.0963
H -0.6497 -1.5186 -1.2988  0.0494
H -2.0447 1.4070 1.5549  0.1140
H 4.0763 -2.0812 -0.7516  0.0734
H 2.6389 -2.6424 0.0389  0.0647
H 4.0485 -2.1575 1.0075  0.0222
H 0.3607 0.7126 2.3372  0.0239